Record 1
Formula: C32H45N3O7OsP2
Source: the Open Molecules 2025 dataset
Level of theory: ωB97M-V with the def2-TZVPD basis set

The geometry in XYZ format:
```
90
Properties=species:S:1:pos:R:3:lowdin_charge:R:1
Os -1.71068 0.26670 -0.81479 1.351
O -5.86924 -0.77010 -0.22034 0.002
C -4.65074 -0.74684 -0.43364 -0.529
N -3.85027 0.31487 -0.35947 -0.131
C -4.55600 1.54218 -0.08776 -0.186
C -3.63242 2.73137 -0.05773 -0.258
C -4.14315 4.02895 -0.07253 -0.023
C -3.27855 5.09917 -0.01103 -0.069
C -1.91525 4.84624 0.05719 -0.064
C -1.49133 3.53252 0.05412 -0.142
N -2.32709 2.49535 0.00059 0.010
C -3.95743 -2.01255 -0.88650 -0.196
C -4.70207 -3.15151 -1.15565 0.000
C -4.04781 -4.28896 -1.59356 -0.061
C -2.67262 -4.23985 -1.76481 -0.063
C -2.01200 -3.05861 -1.48206 -0.141
N -2.63978 -1.97262 -1.03314 0.007
H -5.08439 1.47762 0.87090 0.132
H -5.33706 1.70592 -0.83590 0.129
H -5.21669 4.17531 -0.13719 0.118
H -3.65530 6.11666 -0.02079 0.107
H -1.19167 5.65043 0.10056 0.102
H -0.44202 3.27191 0.09053 0.067
H -5.77371 -3.10286 -1.01509 0.116
H -4.59794 -5.19899 -1.80228 0.106
H -2.11948 -5.10197 -2.11589 0.101
H -0.94032 -2.96079 -1.60808 0.099
C -0.88576 -3.29706 2.40993 -0.042
C 0.49007 -3.93296 2.32915 -0.408
C 1.24651 -3.86256 3.63977 -0.045
O 1.33678 -3.39031 1.26570 -0.184
P 1.28251 -1.94656 0.62638 0.440
O -0.00822 -1.53224 0.07689 -0.332
C 1.83515 -0.78127 1.89837 -0.196
P 1.62301 0.92912 1.33921 0.456
O 0.33984 1.17614 0.67134 -0.330
O 2.94637 1.09741 0.51684 -0.175
C 3.40140 2.25385 -0.26155 -0.400
C 2.28101 2.86008 -1.08220 -0.042
C 4.07104 3.25409 0.65960 -0.045
O 1.83918 1.85071 2.61625 -0.181
C 0.72304 2.03817 3.54284 -0.448
C 0.39115 3.51191 3.58292 -0.033
C 1.12633 1.48900 4.89434 -0.041
O 2.40359 -1.99244 -0.47033 -0.156
C 3.66805 -2.70934 -0.55725 -0.409
C 4.48023 -2.60379 0.72054 -0.047
C 3.42455 -4.14116 -0.99072 -0.043
H -1.49877 -3.87918 3.10158 0.093
H -1.37402 -3.27678 1.43486 0.072
H -0.83274 -2.26729 2.77806 0.083
H 0.37645 -4.97758 2.05337 0.141
H 1.33888 -2.82926 3.98548 0.070
H 2.24777 -4.28421 3.52935 0.084
H 0.71342 -4.43102 4.40491 0.089
H 2.87265 -0.94348 2.18404 0.073
H 1.18375 -0.91845 2.76854 0.063
H 4.14118 1.81829 -0.92483 0.138
H 1.62026 3.45339 -0.44518 0.069
H 1.67815 2.09246 -1.57426 0.073
H 2.70528 3.51874 -1.84171 0.093
H 3.34278 3.66109 1.36440 0.076
H 4.49092 4.07254 0.06970 0.089
H 4.87488 2.78089 1.22725 0.086
H -0.14781 1.49885 3.16416 0.134
H 1.26138 4.08611 3.91418 0.090
H -0.43596 3.68683 4.27520 0.091
H 0.09048 3.85861 2.59181 0.071
H 1.95271 2.07177 5.31024 0.089
H 1.44876 0.44837 4.81597 0.070
H 0.27887 1.53833 5.58113 0.089
H 4.19056 -2.18402 -1.35078 0.141
H 3.94441 -3.06144 1.55667 0.074
H 4.70400 -1.56084 0.95598 0.080
H 5.42495 -3.13446 0.59016 0.089
H 2.91432 -4.69775 -0.20247 0.076
H 4.37779 -4.62655 -1.20912 0.086
H 2.80547 -4.16072 -1.88953 0.090
C -1.06233 0.61733 -2.51013 -0.269
C -0.81362 0.79964 -3.91085 -0.376
C -1.87053 1.00177 -4.82831 -0.054
C -1.62711 1.17732 -6.18161 -0.098
C -0.32718 1.16233 -6.68002 -0.100
C 0.72982 0.96632 -5.79655 -0.103
C 0.49646 0.78922 -4.44050 -0.064
H -2.88127 1.00965 -4.43613 0.103
H -2.46026 1.32937 -6.86202 0.097
H -0.14301 1.29559 -7.73953 0.096
H 1.74811 0.95154 -6.17412 0.095
H 1.31928 0.62634 -3.75308 0.093
```

Results
Multiplicity = 5
LUMO (alpha / beta) = 0.016 / 0.015 hartree
Orbital gap (alpha / beta) = 4.433 / 7.193 eV
HOMO (alpha / beta) = -4.00 / -6.77 eV

Record 2
Formula: C29H26Cl3N3O2P2RuS2
Source: the Open Molecules 2025 dataset
Level of theory: ωB97M-V with the def2-TZVPD basis set

The geometry in XYZ format:
```
68
Properties=species:S:1:pos:R:3:lowdin_charge:R:1
Ru -0.30459 0.09642 0.01749 0.960
S 0.08876 0.03993 2.40747 0.377
P 2.00933 0.27935 1.73667 0.538
C 1.65956 0.07795 0.05725 -0.679
P 2.12157 0.39605 -1.57327 0.545
S 0.19076 0.66846 -2.24706 0.384
C 3.16938 1.82692 -1.77622 -0.352
C 2.61409 3.10453 -1.81040 -0.086
C 3.44425 4.21232 -1.84808 -0.051
C 4.82313 4.04464 -1.84834 -0.046
C 5.37876 2.77225 -1.81415 -0.052
C 4.55572 1.65822 -1.77743 -0.083
C 2.88708 -1.00825 -2.35895 -0.362
C 3.41904 -0.85939 -3.64122 -0.072
C 3.95075 -1.96131 -4.28896 -0.042
C 3.95533 -3.20084 -3.66060 -0.037
C 3.42299 -3.34852 -2.38663 -0.065
C 2.87958 -2.25410 -1.73327 -0.100
C 2.63949 1.92247 2.08177 -0.336
C 3.95159 2.20533 1.69850 -0.075
C 4.45853 3.47983 1.88310 -0.053
C 3.66635 4.46461 2.46123 -0.045
C 2.36864 4.17807 2.86026 -0.056
C 1.84861 2.90603 2.66823 -0.104
C 3.13742 -0.94078 2.37943 -0.351
C 4.12115 -1.48105 1.55415 -0.090
C 5.03105 -2.38519 2.08004 -0.052
C 4.95209 -2.74516 3.41845 -0.042
C 3.96838 -2.20595 4.23891 -0.045
C 3.05664 -1.30040 3.72357 -0.073
H 1.53804 3.22572 -1.83444 0.078
H 3.01903 5.20580 -1.89153 0.117
H 5.46933 4.91154 -1.88901 0.120
H 6.45310 2.64718 -1.82978 0.120
H 4.98974 0.66571 -1.76550 0.113
H 3.41943 0.10764 -4.13014 0.121
H 4.36413 -1.85434 -5.28238 0.121
H 4.37783 -4.05734 -4.16886 0.121
H 3.42963 -4.31646 -1.90343 0.100
H 2.46011 -2.36213 -0.73957 0.074
H 4.57940 1.43217 1.27055 0.108
H 5.47620 3.70204 1.59166 0.118
H 4.07040 5.45581 2.61833 0.119
H 1.76816 4.94075 3.33773 0.116
H 0.84885 2.66455 3.00871 0.068
H 4.17677 -1.20449 0.50725 0.089
H 5.79924 -2.80883 1.44716 0.117
H 5.66115 -3.45288 3.82661 0.119
H 3.91193 -2.49411 5.27957 0.120
H 2.28471 -0.88530 4.36113 0.107
C -5.27577 2.26536 0.14887 0.005
O -4.41845 1.11163 0.01438 0.049
C -3.12182 1.21440 0.07930 -0.543
O -2.44478 0.18169 -0.04740 -0.092
N -2.56152 2.42722 0.28006 0.047
N -1.16614 2.51679 0.34643 0.023
H -6.28364 1.88117 0.04794 0.112
H -5.07794 2.98032 -0.64969 0.108
H -5.15599 2.71416 1.13500 0.108
H -3.12197 3.25614 0.39838 0.150
H -0.87626 2.86254 1.25578 0.090
H -0.82162 3.12870 -0.38605 0.101
Cl 1.39552 -5.16645 0.47068 0.648
C -0.10808 -4.82631 -0.40743 -1.619
Cl -1.46652 -5.66527 0.32348 0.687
Cl 0.05746 -5.22590 -2.11367 0.672
C -0.34344 -3.37797 -0.29794 -0.329
N -0.52062 -2.25392 -0.19144 0.164
```

Results
Multiplicity = 5
LUMO (alpha / beta) = -0.210 / -0.269 hartree
Orbital gap (alpha / beta) = 8.241 / 7.030 eV
Net charge = +2
HOMO (alpha / beta) = -13.95 / -14.34 eV

Record 3
Formula: C40H70Br2Cl30O7
Source: the Open Molecules 2025 dataset
Level of theory: ωB97M-V with the def2-TZVPD basis set

The geometry in XYZ format:
```
149
Properties=species:S:1:pos:R:3:lowdin_charge:R:1
C -3.74773 -4.67318 -0.59673 -1.483
Cl -4.83867 -3.86467 -1.73287 0.605
Cl -2.20085 -3.83488 -0.67608 0.531
Cl -3.61156 -6.43317 -0.91821 0.510
H -4.14426 -4.55442 0.41162 -0.011
C 4.66057 2.49929 -5.62601 -1.495
Cl 4.68232 4.25518 -5.59472 0.530
Cl 4.21098 1.96474 -7.29716 0.506
Cl 3.50433 1.82291 -4.46127 0.534
H 5.66564 2.15101 -5.38801 0.019
C 0.27380 -6.88232 0.54676 -1.475
Cl -1.15191 -7.87110 0.96057 0.511
Cl 0.30910 -5.33408 1.48198 0.461
Cl 0.50173 -6.40135 -1.13770 0.517
H 1.11833 -7.50480 0.84237 0.010
C -2.23144 -4.04259 4.05805 -1.450
Cl -3.19447 -5.34581 3.25761 0.502
Cl -1.98243 -2.79070 2.77881 0.525
Cl -0.76292 -4.69757 4.72859 0.540
H -2.66562 -3.61052 4.95966 0.009
C -2.57887 1.86393 -2.87137 -1.501
Cl -1.07797 2.69521 -3.43559 0.491
Cl -3.87782 2.94610 -2.77515 0.591
Cl -2.30943 1.07564 -1.25805 0.574
H -2.81964 1.17158 -3.67808 -0.024
C 0.65566 0.73254 4.15361 -1.446
Cl 1.31005 1.87913 5.36567 0.548
Cl -0.93411 1.26419 3.65823 0.573
Cl 0.59337 -0.98485 4.80906 0.484
H 1.32157 0.62223 3.29775 -0.017
C 4.53586 -4.88529 0.94907 -1.450
Cl 4.68698 -3.42872 2.02765 0.516
Cl 5.96325 -5.93002 0.94022 0.537
Cl 4.09612 -4.36840 -0.73826 0.461
H 3.62411 -5.38857 1.27082 -0.012
C -4.32956 4.36109 1.40607 -1.485
Cl -5.23098 4.45196 -0.09305 0.538
Cl -3.61706 2.71346 1.72073 0.503
Cl -5.28528 4.92816 2.78526 0.534
H -3.45320 4.99600 1.27577 0.004
C -1.39289 -1.28671 -6.22968 -1.531
Cl -1.14353 -2.51280 -5.01877 0.571
Cl -0.63059 -1.78325 -7.74645 0.536
Cl -0.76082 0.28925 -5.69529 0.530
H -2.46393 -1.27384 -6.43166 0.004
C 4.45835 4.47962 -0.41221 -1.403
Cl 3.87912 2.77147 -0.31887 0.579
Cl 3.83539 5.42829 0.95371 0.600
Cl 3.70470 5.06830 -1.92956 0.503
H 5.54514 4.48047 -0.49573 0.029
C 2.17608 -0.69872 -1.05112 -0.173
C 0.75202 -1.22082 -0.93707 -0.142
C 0.34009 -1.06616 0.54926 -0.209
O 1.46668 -0.44627 1.05675 -0.152
C 2.65632 -0.69614 0.37114 -0.206
H 2.25166 0.31229 -1.45144 0.093
H 2.83520 -1.22306 -1.74302 0.064
H 0.82763 -2.28454 -1.16263 0.097
H 0.10959 -0.92520 -1.76653 0.089
H 0.17148 -2.06700 0.94673 0.069
H -0.59144 -0.54879 0.77876 0.091
H 3.06345 -1.67151 0.63760 0.070
H 3.39784 0.08186 0.55272 0.094
C -5.44454 -0.04286 0.24611 -0.181
C -6.21043 -0.30837 1.50527 -0.176
C -5.93603 -1.80012 1.73439 -0.164
O -4.76055 -2.01770 0.95130 -0.214
C -4.18703 -0.85953 0.44208 -0.291
H -5.33507 1.04131 0.21975 0.072
H -6.02616 -0.45708 -0.57744 0.116
H -7.26198 -0.02583 1.55545 0.118
H -5.86898 0.32695 2.32251 0.089
H -6.77730 -2.35102 1.31382 0.121
H -5.80690 -2.01454 2.79527 0.103
H -3.62803 -1.18539 -0.43510 0.058
H -3.47855 -0.43615 1.15405 0.092
C 5.82974 3.00544 2.88068 -0.172
C 4.42035 2.85776 3.38218 -0.198
C 4.39511 1.40244 3.81596 -0.217
O 5.62244 0.82024 3.41988 -0.150
C 6.28093 1.58534 2.40653 -0.157
H 6.41910 3.33401 3.73671 0.116
H 5.91244 3.75645 2.09503 0.073
H 3.64544 3.17705 2.68527 0.051
H 4.39388 3.55056 4.22328 0.111
H 3.57051 0.90088 3.30943 0.095
H 4.25336 1.30129 4.89196 0.106
H 5.84640 1.25850 1.46183 0.080
H 7.35168 1.38248 2.42741 0.120
C -4.41574 0.64309 5.24802 -0.168
C -5.78238 0.25263 5.87034 -0.136
C -5.50674 -1.21309 6.26728 -0.175
O -4.15081 -1.47123 5.85425 -0.153
C -3.83901 -0.63366 4.78656 -0.278
H -3.81125 1.18412 5.97602 0.122
H -4.59760 1.31021 4.40542 0.083
H -6.66384 0.21735 5.23011 0.099
H -6.11954 0.86947 6.70337 0.104
H -6.18647 -1.95700 5.85175 0.112
H -5.48619 -1.31704 7.35211 0.115
H -4.28878 -1.01660 3.87050 0.094
H -2.75048 -0.61952 4.73196 0.070
C -6.84195 -0.30541 -4.37545 -0.152
C -6.22191 -1.51484 -3.74723 -0.187
C -4.71541 -1.16354 -3.64576 -0.254
O -4.41619 -0.45499 -4.83478 -0.175
C -5.62269 0.35124 -5.11251 -0.133
H -7.35471 0.31815 -3.64309 0.108
H -7.65180 -0.59940 -5.04314 0.106
H -6.27784 -2.38337 -4.40344 0.117
H -6.56598 -1.80525 -2.75456 0.084
H -4.08495 -2.04664 -3.54206 0.064
H -4.36690 -0.62675 -2.76344 0.089
H -5.80957 0.33125 -6.18619 0.113
H -5.39800 1.38032 -4.83214 0.085
C 0.27384 4.64919 2.56781 -0.179
C 0.69745 3.75818 1.45226 -0.217
C 0.34175 4.44601 0.20144 -0.172
O -0.38953 5.63882 0.60669 -0.121
C -0.07296 5.92574 1.90299 -0.266
H 1.01818 4.76672 3.35537 0.116
H -0.66459 4.28083 2.98225 0.094
H 0.21958 2.77858 1.46379 0.090
H 1.77796 3.63650 1.52835 0.043
H -0.31580 3.82762 -0.40956 0.104
H 1.28405 4.62130 -0.31765 0.068
H -0.91252 6.49390 2.30353 0.129
H 0.83400 6.52352 1.81261 0.112
C 7.51591 -1.02939 -1.93606 -0.167
C 8.24024 0.20206 -1.42668 -0.170
C 7.10447 1.18149 -1.22799 -0.191
O 5.92411 0.36909 -0.91372 -0.194
C 6.23215 -0.98773 -1.13188 -0.232
H 8.02979 -1.95789 -1.68721 0.116
H 7.28848 -1.06596 -3.00144 0.113
H 8.92355 0.57385 -2.19020 0.114
H 8.75503 0.01568 -0.48416 0.117
H 6.96704 1.77213 -2.13372 0.113
H 7.43051 1.80290 -0.39393 0.105
H 5.50558 -1.51306 -1.75174 0.064
H 6.38898 -1.40179 -0.13586 0.118
Br 3.29115 -3.07094 -7.56480 0.491
C 3.06247 -1.39775 -6.33124 -0.613
C 2.53475 -1.75835 -4.94615 -0.658
Br 3.93734 -2.78960 -4.01234 0.610
H 2.31852 -0.69742 -6.71096 0.034
H 4.02310 -0.88396 -6.29505 0.019
H 1.70758 -2.46556 -5.00742 0.008
H 2.27995 -0.95093 -4.25967 0.028
```

Results
LUMO = 0.008 hartree
Orbital gap = 9.589 eV
HOMO = -9.37 eV